No. 1
Molecular formula: C5H17N3Si
Method: DFT, ωB97M-V/def2-TZVPD

Highest occupied orbital energy, eV: -7.153
Relative energy (zero: lowest compared OMol25 entry of this formula, charge and spin), kJ/mol: 78.38
Max |F|, eV Å⁻¹: 3.83

Structure (ORCA input):
```
! wB97M-V def2-TZVPD RIJCOSX def2/J DEFGRID3
* xyz 0 1
C 0.407 -0.126 -2.429
C -1.997 -2.187 -0.137
C 1.359 1.090 -2.111
C -1.379 -1.702 1.166
C 2.110 0.859 -0.871
N 1.158 0.258 2.413
N -0.334 2.393 1.485
N -1.257 -0.214 1.271
Si 0.206 0.787 1.167
H -0.101 -0.472 -1.526
H -0.350 0.035 -3.273
H 0.986 -1.023 -2.682
H -1.320 -2.399 -0.933
H -2.537 -3.163 0.026
H -2.834 -1.598 -0.587
H 2.091 1.319 -3.008
H 0.762 1.987 -1.899
H -1.948 -1.917 2.065
H -0.334 -1.959 1.331
H 2.542 1.803 -0.458
H 2.905 0.131 -0.783
H 1.151 -0.722 2.763
H 1.668 0.887 3.012
H 0.209 3.133 1.731
H -1.063 2.603 0.851
H -2.101 0.196 1.420
*
```

---

No. 2
Molecular formula: C5H9ErO3
Method: DFT, ωB97M-V/def2-TZVPD

Highest occupied orbital energy (spin up / spin down), eV: -10.581 / -10.729
Relative energy (zero: lowest compared OMol25 entry of this formula, charge and spin), kJ/mol: 61.81
Max |F|, eV Å⁻¹: 2.21

Structure (ORCA input):
```
! wB97M-V def2-TZVPD RIJCOSX def2/J DEFGRID3
* xyz 1 5
O 1.018 -2.030 0.674
C 1.909 -1.740 1.603
C 2.311 -0.481 1.969
H 2.582 -2.577 1.856
H 2.357 -0.250 3.036
H 2.827 0.107 1.207
O -1.921 0.032 -1.416
C -2.142 1.339 -0.998
C -0.839 2.132 -0.938
O 0.125 1.296 -0.263
C 1.353 1.841 0.005
Er -0.284 -0.989 -0.750
H -2.612 1.373 0.007
H -2.819 1.890 -1.680
H -0.953 3.073 -0.381
H -0.448 2.338 -1.946
H 2.239 1.303 -0.335
H 1.326 2.872 0.362
*
```

---

No. 3
Molecular formula: HNO4S
Method: DFT, ωB97M-V/def2-TZVPD

Highest occupied orbital energy (spin up / spin down), eV: -9.700 / -9.435
Relative energy (zero: lowest compared OMol25 entry of this formula, charge and spin), kJ/mol: 515.92
Max |F|, eV Å⁻¹: 5.26

Structure (ORCA input):
```
! wB97M-V def2-TZVPD RIJCOSX def2/J DEFGRID3
* xyz 0 1
N -0.747 0.395 -0.311
O 0.192 1.086 0.089
O -2.948 -0.658 -0.551
O 1.649 -0.272 0.627
O 1.744 -1.283 -0.177
S -2.316 0.571 -0.256
H 2.427 0.161 0.579
*
```

---

No. 4
Molecular formula: C4H12N3
Method: DFT, ωB97M-V/def2-TZVPD

Highest occupied orbital energy, eV: -12.994
Relative energy (zero: lowest compared OMol25 entry of this formula, charge and spin), kJ/mol: 1052.50
Max |F|, eV Å⁻¹: 3.36

Structure (ORCA input):
```
! wB97M-V def2-TZVPD RIJCOSX def2/J DEFGRID3
* xyz 1 1
C 0.275 0.684 2.032
C -0.422 -0.270 1.194
C -0.144 -0.250 -0.241
C -0.867 0.704 -1.292
N -0.644 0.430 -3.082
N 0.038 -1.528 -0.945
N 1.645 0.136 2.500
H 0.519 1.650 1.562
H -0.215 0.840 2.986
H -1.331 -0.695 1.604
H -1.522 0.837 -3.443
H 0.076 0.685 -1.997
H -0.827 1.743 -0.957
H -1.767 0.313 -1.793
H 0.884 0.125 -0.280
H -0.569 -1.736 -1.728
H 0.254 -2.294 -0.324
H 2.361 0.845 2.398
H 1.966 -0.728 2.077
*
```

---

No. 5
Molecular formula: C41H44As2B2BaF8I2N3O3
Method: DFT, ωB97M-V/def2-TZVPD

Highest occupied orbital energy, eV: -5.816
Relative energy (zero: lowest compared OMol25 entry of this formula, charge and spin), kJ/mol: 81.77
Max |F|, eV Å⁻¹: 0.57

Structure (ORCA input):
```
! wB97M-V def2-TZVPD RIJCOSX def2/J DEFGRID3
* xyz -1 1
Ba 1.176 -0.790 1.971
C -0.979 2.058 -0.073
C -2.264 1.668 0.662
As -2.519 -0.281 0.964
C -3.242 -0.631 -0.826
C -2.389 -1.234 -1.748
C -2.814 -1.465 -3.052
C -4.095 -1.106 -3.442
C -4.954 -0.514 -2.524
C -4.530 -0.278 -1.224
C -4.191 -0.146 1.965
C -4.964 1.005 2.092
C -6.149 0.983 2.817
C -6.574 -0.190 3.424
C -5.804 -1.339 3.314
C -4.618 -1.313 2.596
As 0.586 2.309 1.117
C -0.190 3.450 2.482
C 0.102 3.173 3.812
C -0.444 3.952 4.826
C -1.281 5.010 4.512
C -1.571 5.298 3.182
C -1.024 4.523 2.173
C 1.571 3.630 0.093
C 1.572 3.599 -1.297
C 2.343 4.501 -2.020
C 3.123 5.435 -1.354
C 3.135 5.460 0.035
C 2.367 4.558 0.757
H -1.126 2.981 -0.639
H -0.690 1.292 -0.801
H -3.122 2.007 0.079
H -2.327 2.147 1.640
H -1.392 -1.529 -1.434
H -2.141 -1.935 -3.761
H -4.428 -1.293 -4.456
H -5.959 -0.239 -2.820
H -5.210 0.178 -0.513
H -4.655 1.933 1.628
H -6.738 1.887 2.909
H -7.496 -0.205 3.991
H -6.117 -2.253 3.803
H -3.998 -2.201 2.550
H 0.758 2.348 4.065
H -0.215 3.724 5.858
H -1.711 5.613 5.301
H -2.222 6.127 2.935
H -1.247 4.753 1.136
H 0.972 2.868 -1.826
H 2.336 4.469 -3.102
H 3.726 6.137 -1.915
H 3.753 6.177 0.559
H 2.400 4.566 1.840
C 1.149 -2.144 -3.143
C 1.442 -2.371 -4.651
N 2.013 -1.160 -5.248
C 1.047 -0.069 -5.103
C 0.715 0.154 -3.602
N 1.484 -0.770 -2.771
C 2.910 -0.556 -3.018
C 3.234 -0.805 -4.516
H 1.742 -2.813 -2.515
H 0.101 -2.327 -2.901
H 0.530 -2.618 -5.202
H 2.148 -3.191 -4.802
H 0.152 -0.327 -5.675
H 1.480 0.828 -5.555
H -0.347 -0.005 -3.403
H 0.961 1.174 -3.295
H 3.469 -1.236 -2.373
H 3.161 0.462 -2.710
H 3.950 -1.621 -4.636
H 3.666 0.082 -4.985
F 0.483 -2.219 4.140
B -0.814 -1.666 4.384
F -0.816 -0.354 3.785
F -1.054 -1.560 5.733
F -1.757 -2.446 3.716
F 5.465 0.847 2.960
B 4.201 1.223 3.448
F 3.361 0.043 3.411
F 3.615 2.165 2.588
F 4.267 1.692 4.745
N 4.708 -1.630 0.881
C 4.382 -0.434 0.368
O 3.226 -0.069 0.188
C 5.505 0.491 -0.039
I 6.747 -0.343 -1.566
H 3.974 -2.255 1.184
H 5.646 -1.803 1.198
H 6.142 0.717 0.813
H 5.070 1.398 -0.439
I -1.652 -8.870 -1.243
C -0.844 -7.011 -0.709
C -1.665 -5.894 -0.693
C -1.118 -4.665 -0.355
C 0.226 -4.560 -0.022
C 1.028 -5.693 -0.028
C 0.500 -6.927 -0.381
C 0.814 -3.213 0.315
O 0.160 -2.199 -0.037
O 1.911 -3.175 0.937
H -2.713 -5.978 -0.944
H -1.732 -3.774 -0.347
H 2.070 -5.596 0.248
H 1.126 -7.808 -0.397
*
```

---

No. 6
Molecular formula: C5H11O3S
Method: DFT, ωB97M-V/def2-TZVPD

Highest occupied orbital energy, eV: -4.721
Relative energy (zero: lowest compared OMol25 entry of this formula, charge and spin), kJ/mol: 0.00
Max |F|, eV Å⁻¹: 2.13

Structure (ORCA input):
```
! wB97M-V def2-TZVPD RIJCOSX def2/J DEFGRID3
* xyz -1 1
O -0.496 -1.634 1.287
C 0.628 -1.488 0.754
O 1.241 -2.338 0.059
C 1.466 -0.223 1.180
C 0.923 1.114 0.717
C -0.561 1.345 0.812
S -1.292 2.674 -0.160
C -1.183 1.865 -1.820
H 1.764 -0.311 2.232
H 2.465 -0.502 0.796
H 1.417 1.929 1.300
H 1.299 1.242 -0.301
H -0.885 1.327 1.860
H -1.054 0.407 0.520
H -0.365 1.139 -1.753
H -1.097 2.516 -2.669
H -2.102 1.281 -1.855
H -0.127 -3.563 -1.416
H -0.995 -3.125 -0.357
O -1.047 -3.654 -1.183
*
```